Entry from OMol25: 2 unconnected molecules or ions with the total composition C2H7NO (ωB97M-V with the def2-TZVPD basis set).

```
11
Properties=species:S:1:pos:R:3:forces:R:3:lowdin_charge:R:1
C -1.771052 1.247017 -0.208894 -0.1631 0.3200 -0.2343 -0.053
C -0.447288 0.733688 0.269756 -0.3456 -0.0396 0.1285 -0.325
O 0.593032 0.977169 -0.278390 0.2688 -0.0192 -0.1716 0.032
H -1.961139 2.204637 0.284900 0.0328 -0.0122 0.0770 0.086
H -2.617920 0.603523 0.016903 0.1218 -0.2003 0.1305 0.074
H -1.738285 1.444010 -1.279765 0.0904 -0.0252 0.0162 0.082
H -0.451086 0.128143 1.194126 -0.0631 -0.0462 0.0627 0.117
N 1.907323 -2.049608 0.019207 -0.4120 0.3442 -0.2936 0.013
H 2.588135 -2.165376 0.756897 0.1058 0.0906 -0.0286 0.002
H 1.504775 -1.116596 0.093062 0.1345 -0.1358 0.2816 -0.033
H 2.393506 -2.006607 -0.867802 0.2297 -0.2763 0.0314 0.004
```
Forces are in eV/Å.

Results
highest occupied orbital energy: -9.825 eV
calculated total energy: -5724.720 eV
SMILES string: CC=O.N